Below is C32H40Cl4N5O2SSiV as an isolated structure, with properties calculated with the ωB97M-V functional and the def2-TZVPD basis.

Its multiplicity is 2. The calculation puts the HOMO energy (spin up / spin down) at -4.06 / -3.45 eV. As for the charge: -1.

Last column: Mulliken charge in e.
Geometry (Å):
V 0.75118 0.14751 -0.90575  1.29
C -3.15442 0.92691 3.55385  -1.72
C -1.89022 0.06031 3.52445  2.08
C -2.01412 -1.11489 4.50065  -1.64
C -0.66912 0.90051 3.84205  0.66
C -0.68332 1.59071 5.04675  -0.46
C 0.35668 2.41731 5.41695  -1.51
C 1.42298 2.55881 4.55365  -0.82
C 1.48328 1.88861 3.34385  0.80
C 2.70238 2.14121 2.49335  0.53
C 3.41708 0.84461 2.13215  -1.28
C 2.28608 2.97421 1.28235  -1.24
C 0.43298 1.03141 2.96445  -0.78
N 0.42078 0.32141 1.75275  0.85
C 0.31828 -0.97049 1.84285  -1.11
C -0.15582 -1.82349 0.82885  0.64
C -0.47972 -3.18439 0.97005  -1.86
C -1.23902 -3.52059 -0.13585  -0.59
C -1.35582 -2.36519 -0.92855  -1.48
N -0.68322 -1.34499 -0.35775  2.00
C -2.23052 -2.28339 -2.16195  2.78
C -3.58572 -2.94349 -1.83905  -1.98
C -2.48422 -0.84259 -2.61435  -1.63
C -1.58352 -3.04389 -3.33205  -1.46
H -4.01742 0.35271 3.21735  0.41
H -3.03502 1.78341 2.89255  0.31
H -3.36392 1.29501 4.55705  0.40
H -1.80132 -0.34519 2.51495  -0.93
H -2.12732 -0.76249 5.52595  0.35
H -1.12732 -1.74449 4.45615  0.32
H -2.87552 -1.73449 4.25055  0.41
H -1.52782 1.47411 5.71225  0.34
H 0.33608 2.94831 6.35825  0.36
H 2.24458 3.20481 4.82895  0.39
H 3.40198 2.74371 3.08565  0.63
H 2.78628 0.22281 1.50805  -0.10
H 3.66508 0.29041 3.03665  0.36
H 4.33548 1.04901 1.59165  0.38
H 1.53798 2.43821 0.70095  0.01
H 3.13948 3.18771 0.64705  0.32
H 1.85998 3.91801 1.62015  0.44
H 0.50668 -1.46739 2.80665  0.37
H -0.20412 -3.82899 1.78805  0.58
H -1.67072 -4.48369 -0.33545  0.50
H -4.02072 -2.51899 -0.93425  0.37
H -3.46952 -4.01519 -1.69545  0.38
H -4.27862 -2.78399 -2.66615  0.47
H -3.19292 -0.34249 -1.95325  0.32
H -2.90592 -0.83959 -3.61985  0.51
H -1.54732 -0.28579 -2.63735  0.02
H -1.13802 -3.97899 -3.00075  0.27
H -0.81092 -2.43619 -3.78995  -0.04
H -2.33182 -3.26619 -4.09095  0.57
C -0.74112 6.15591 -0.81145  -1.08
C -0.62642 5.13631 -1.94335  -0.49
C -0.88022 3.76311 -1.44235  0.29
N -0.07562 2.77951 -1.48565  -1.30
N -0.52112 1.64421 -0.94445  1.09
C -1.73712 1.75261 -0.44555  -0.06
N -2.36842 0.77191 0.23325  0.56
S -2.41412 3.36041 -0.64225  -0.28
H -0.58512 7.15901 -1.20165  0.36
H -0.00322 5.95221 -0.03855  0.23
H -1.73302 6.10591 -0.36495  0.37
H 0.36908 5.16681 -2.38835  0.24
H -1.36742 5.37811 -2.71035  0.27
H -1.89592 -0.13719 0.08975  -0.57
H -3.37592 0.78911 0.25155  0.41
Cl 4.50758 -5.92899 -3.43335  -0.26
C 3.49398 -4.52519 -3.55655  0.31
C 2.62098 -4.22829 -2.52405  -1.14
C 1.81198 -3.11119 -2.62655  0.23
C 1.89828 -2.27469 -3.73185  0.90
C 2.77638 -2.60009 -4.75985  -0.91
C 3.57348 -3.72689 -4.68365  -0.63
C 1.06038 -1.00539 -3.85255  -1.12
O 0.76958 -0.60429 -4.97545  -0.79
O 0.69828 -0.44099 -2.77425  0.24
H 2.58088 -4.85199 -1.64395  0.46
H 1.09928 -2.88879 -1.84625  1.01
H 2.82468 -1.95709 -5.62415  0.46
H 4.25538 -3.97659 -5.48225  0.42
Cl 3.67768 0.41091 -3.54425  -0.29
Si 2.92128 0.98961 -1.70245  0.14
Cl 4.75818 1.66251 -0.91575  -0.40
Cl 2.87688 -1.16039 -0.62805  -0.46


Below is C32H40ClEuN5OS6Sb as an isolated structure, with properties calculated with the ωB97M-V functional and the def2-TZVPD basis.

Its multiplicity is 7. Its relative energy (zero: lowest compared OMol25 entry of this formula, charge and spin) is 20.4 kcal per mole. The calculation puts the HOMO energy (spin up / spin down) at -1.75 / -1.82 eV. As for the charge: -2.

Last column: Mulliken charge in e.
Geometry (Å):
Eu 10.43542 13.73582 14.86445  0.78
C 8.75731 16.96860 14.78812  -1.45
N 9.47129 16.24470 15.86887  1.42
C 10.71865 16.95769 16.22812  -1.19
C 11.70223 17.10755 15.06134  -0.95
N 12.33266 15.76656 14.77373  1.11
C 13.50981 15.57644 15.68685  -1.23
C 12.77039 15.58298 13.40391  0.59
C 12.90172 16.71260 12.54713  -0.04
C 13.43171 16.59236 11.25191  -1.04
C 13.69961 15.25917 10.85001  -0.46
C 13.52715 14.10544 11.60282  -0.87
C 13.14373 14.25301 12.98141  0.25
S 13.00214 12.82965 14.02752  -0.68
C 8.71461 15.87801 17.02495  0.26
C 7.48813 16.44248 17.17330  -0.02
C 6.67733 16.10686 18.23332  -0.99
C 7.21903 15.29118 19.22357  -0.49
C 8.47904 14.75806 19.08750  -0.72
C 9.33075 14.97882 17.97696  0.19
S 10.79993 13.98696 17.71357  -0.44
H 8.52772 18.00201 15.18419  0.44
H 7.93884 16.31610 14.40295  0.39
H 9.47026 17.10417 13.98201  0.05
H 11.31842 16.43849 16.99788  0.35
H 10.59476 17.97193 16.61357  0.30
H 12.52984 17.81163 15.19370  0.33
H 11.22195 17.37746 14.08293  0.22
H 14.32096 16.23079 15.32863  0.34
H 13.81555 14.52958 15.66774  0.19
H 13.10296 15.79564 16.67032  0.48
H 12.62127 17.73897 12.87435  0.26
H 13.45076 17.44498 10.57517  0.32
H 14.09676 15.14164 9.85991  0.34
H 13.87459 13.13007 11.30051  0.61
H 7.18124 17.21780 16.45975  0.28
H 5.84411 16.70631 18.39194  0.40
H 6.57948 15.05376 20.06516  0.35
H 8.78969 14.07731 19.89563  0.27
S 8.01849 13.27810 8.41620  -0.71
Sb 7.82214 14.89809 10.14188  0.40
S 7.65704 13.10874 14.95231  -0.60
S 8.44007 13.75886 13.06853  -0.26
S 9.80280 15.91942 9.94760  -0.65
C 7.92517 9.28056 9.32621  -2.14
C 8.52410 9.19959 10.72423  2.38
C 7.82504 8.06191 11.48544  -1.71
C 8.15676 10.59241 11.31929  -0.78
C 10.03287 8.84717 10.74078  2.51
O 10.30336 7.64929 9.89736  -0.74
C 11.01131 9.75983 9.96417  -2.47
C 11.22608 11.29760 10.31317  2.33
C 12.09027 11.91946 9.24975  -0.17
C 13.40525 11.60931 9.22258  -0.15
C 14.24432 11.97600 8.15744  -0.83
C 13.69806 12.60160 7.07195  0.33
Cl 14.62617 12.90536 5.58040  -0.28
C 12.37239 12.87834 7.04191  -0.80
C 11.46194 12.52019 8.09616  -0.36
C 10.59046 8.45666 12.11149  -2.35
N 10.29882 9.35121 13.21408  1.21
C 10.83212 10.50559 13.47391  0.10
N 10.28530 11.01184 14.57380  -0.15
C 9.41508 10.03624 14.95338  -0.46
N 9.39545 8.96571 14.16531  -1.07
H 6.90319 9.43791 9.43847  0.65
H 8.18697 8.46481 8.64970  0.27
H 8.04777 10.22926 8.78271  0.26
H 6.75007 8.15766 11.42414  0.50
H 8.07768 8.15453 12.56250  0.41
H 8.09983 7.07298 11.10940  0.34
H 7.09840 10.55975 11.49247  0.71
H 8.43575 11.36542 10.60599  -0.20
H 8.70841 10.82932 12.27222  -0.29
H 9.55055 6.97836 10.06442  0.54
H 10.64306 9.80464 8.96523  0.52
H 11.98704 9.37093 10.00992  0.64
H 11.74436 11.50028 11.23435  -1.08
H 10.28824 11.83384 10.28040  -0.22
H 13.83627 11.15752 10.12602  0.43
H 15.31754 11.82490 8.33623  0.31
H 11.89358 13.33738 6.19307  0.42
H 10.41427 12.75139 8.12234  0.10
H 11.70297 8.31304 12.17359  0.32
H 10.24136 7.39268 12.34598  0.18
H 11.73491 10.88451 12.90743  0.28
H 8.82880 10.12042 15.88044  0.43


Below is a 6-piece molecular cluster, C32H40F5N7O6S2 overall, with properties calculated with the ωB97M-V functional and the def2-TZVPD basis.

The calculation puts the HOMO energy at -7.98 eV. Its SMILES is O=C(OCCCCCCCSc1nnco1)OS(=O)(=O)C(F)(F)C(F)(F)F.c1cc[nH]c1.c1cc[nH]c1.c1cc[nH]c1.c1cc[nH]c1.c1cc[nH]c1. As for the charge: 0.

Last column: Mulliken charge in e.
Geometry (Å):
O -3.19600 -3.81346 0.24796  -0.46
C -3.50553 -2.88735 -0.54733  0.35
O -4.83188 -2.74322 -1.04275  -0.20
C -5.76062 -2.41335 0.06850  -0.50
C -6.83542 -1.30878 -0.45779  -0.49
C -6.56194 0.16706 0.17546  -0.62
C -5.83576 1.17423 -0.89206  -0.58
C -4.27610 1.17023 -0.51514  -0.44
C -3.41362 2.35777 -1.17170  -0.29
C -2.01432 2.40972 -0.32620  -0.14
S -0.50374 2.42449 -1.40873  -0.15
C 0.75445 1.44029 -0.47772  0.42
N 2.15178 1.70627 -0.23878  -0.53
N 2.65214 0.65742 0.48122  -0.20
C 1.58567 -0.27288 0.70444  -0.01
O 0.38285 0.21412 0.13430  -0.07
O -2.47119 -1.94345 -0.88967  -0.03
S -1.48118 -2.48626 -2.13317  1.08
O -0.96044 -3.86395 -1.86910  -0.59
O -0.29037 -1.56060 -2.20389  -0.53
C -2.27975 -2.43625 -3.82374  0.52
F -1.19857 -2.25964 -4.75448  -0.22
F -2.92239 -3.65987 -4.13397  -0.24
C -3.27631 -1.20173 -4.06977  0.70
F -3.33601 -1.01532 -5.49534  -0.23
F -4.61224 -1.45136 -3.66606  -0.22
F -2.81300 0.02825 -3.54642  -0.19
H -5.21064 -2.07679 1.01778  0.33
H -6.27899 -3.41566 0.32353  0.33
H -6.81199 -1.24550 -1.59962  0.28
H -7.85994 -1.65014 -0.04924  0.30
H -7.50239 0.63136 0.63127  0.41
H -5.83976 -0.01765 1.06395  0.28
H -6.34524 2.19245 -0.81175  0.36
H -5.96450 0.74657 -1.94968  0.23
H -4.13422 1.22197 0.62149  0.53
H -3.83397 0.18651 -0.89351  -0.23
H -3.88925 3.40323 -1.04156  0.37
H -3.21529 2.21073 -2.30210  0.24
H -1.95840 3.29513 0.39092  -0.10
H -1.96560 1.45211 0.30875  0.23
H 1.59960 -1.27813 1.24493  0.39
N 4.27893 -0.42076 3.35263  0.07
C 3.31240 -0.18045 4.29199  -0.52
C 3.64546 -0.87375 5.43041  -0.53
C 4.86135 -1.55280 5.16932  -0.33
C 5.22958 -1.25208 3.88039  -0.81
H 4.28902 -0.04280 2.41641  0.25
H 2.47236 0.46028 4.06951  0.47
H 3.07723 -0.88913 6.34944  0.43
H 5.40758 -2.19098 5.84934  0.59
H 6.08320 -1.55833 3.29472  0.41
N 5.98485 -0.65689 8.48493  0.08
C 5.55388 -0.52295 9.77763  -0.39
C 6.66024 -0.46990 10.59026  -0.51
C 7.80104 -0.56978 9.75628  -0.55
C 7.35346 -0.68118 8.46226  -0.33
H 5.38746 -0.72603 7.67548  0.23
H 4.49992 -0.47856 10.00732  0.34
H 6.64940 -0.36908 11.66566  0.38
H 8.83530 -0.56052 10.06782  0.38
H 7.88946 -0.77661 7.52991  0.36
N 4.04564 -1.49217 -2.28305  0.13
C 5.10975 -1.97175 -3.00024  -0.52
C 5.88108 -0.90078 -3.38075  -0.45
C 5.26267 0.26763 -2.86946  -0.59
C 4.13396 -0.12842 -2.19416  -0.38
H 3.31252 -2.05504 -1.88256  0.19
H 5.22477 -3.03034 -3.17850  0.40
H 6.79033 -0.95255 -3.96166  0.38
H 5.60578 1.28563 -2.98237  0.41
H 3.38756 0.44030 -1.66070  0.42
N 0.35438 4.85978 1.98276  0.13
C 1.30191 5.52803 2.71064  -0.39
C 0.71803 6.65670 3.23244  -0.53
C -0.63353 6.66720 2.80854  -0.57
C -0.83033 5.54512 2.04132  -0.32
H 0.50506 3.99765 1.48237  0.21
H 2.30769 5.14459 2.79306  0.39
H 1.20937 7.39258 3.85179  0.38
H -1.38018 7.41284 3.03956  0.38
H -1.70838 5.17706 1.53244  0.27
N -1.88541 -2.77977 -8.74082  0.03
C -2.64397 -1.94813 -7.96057  -0.18
C -3.33824 -1.10363 -8.79243  -0.38
C -2.99003 -1.44204 -10.12374  -0.57
C -2.09430 -2.48136 -10.06104  -0.47
H -1.27024 -3.49940 -8.39721  0.20
H -2.62301 -2.02809 -6.88560  0.20
H -4.02205 -0.32888 -8.47757  0.40
H -3.35490 -0.97710 -11.02788  0.38
H -1.58800 -3.03194 -10.83956  0.38